# 1
{
  "formula": "C5H3NO6",
  "method": "wB97M-V/def2-TZVPD",
  "homo_lumo_gap_ev": [3.02, 4.92],
  "spin_multiplicity": 3,
  "lumo_energy_ev": [6.4, 5.2],
  "s2": 2.017,
  "total_charge": -2,
  "species": ["C", "C", "C", "C", "C", "N", "O", "O", "O", "O", "O", "O", "H", "H", "H"],
  "xyz": [[-0.66876, -1.68265, -0.86618], [-0.95452, 1.38147, -1.52296], [0.62079, -1.29435, 1.07299], [-0.48439, 1.12660, -0.05647], [0.47919, -1.20541, -0.30358], [-1.61268, -2.18404, -1.31145], [-1.87745, 2.11505, -1.74036], [-0.64366, -1.37586, 1.80834], [-0.19683, 0.87572, -2.33778], [1.58528, -1.31387, 1.81745], [-1.13697, 0.87274, 0.92840], [1.51219, -0.94973, -1.20585], [0.60509, 1.48987, 0.09859], [-1.08597, -0.47556, 1.65262], [1.04266, -0.33796, -1.79927]],
  "forces_ev_per_a": [[-2.5432, -0.8735, -0.7515], [1.6298, -0.2466, 4.7135], [-1.9660, -0.0815, 5.8001], [3.9935, 2.6157, -5.2310], [3.0183, -0.0892, -2.4079], [0.2418, 0.0483, -0.0726], [-3.6962, 2.1685, -0.9568], [1.5787, -0.5615, -1.3293], [2.8861, -2.1425, -3.4602], [0.7939, -0.0487, -1.5479], [-4.0528, -0.9223, 5.0193], [-0.8791, -0.7261, 2.4362], [-0.7105, -0.4460, -0.4086], [0.3820, -0.0620, -0.6491], [-0.6763, 1.3675, -1.1541]],
  "lowdin_spin": [0.06, 0.06, 0.09, 0.45, 0.40, 0.18, 0.05, 0.02, 0.05, 0.16, 0.30, 0.14, 0.03, 0.01, 0.01]
}


# 2
{
  "formula": "C5H3NOS",
  "method": "wB97M-V/def2-TZVPD",
  "homo_lumo_gap_ev": [8.96, 6.46],
  "spin_multiplicity": 3,
  "lumo_energy_ev": [0.5, -2.8],
  "s2": 2.038,
  "total_charge": 0,
  "species": ["C", "C", "C", "C", "C", "N", "O", "S", "H", "H", "H"],
  "xyz": [[-1.38550, 0.08292, 0.04502], [-0.59519, -1.02834, 0.07759], [-0.75411, 1.31401, -0.12576], [0.80219, -1.01691, -0.09933], [1.36554, 0.43752, 0.01638], [0.51667, 1.43668, -0.18137], [1.59490, -1.98796, -0.05161], [3.02817, 0.54773, 0.12073], [-2.49106, 0.09824, 0.07254], [-0.82797, -2.07562, 0.18634], [-1.25365, 2.19172, -0.06054]],
  "forces_ev_per_a": [[-1.0811, -0.6206, -0.2073], [-0.5427, -1.2818, -0.4984], [-0.0784, -2.5206, 0.3584], [3.3075, 1.9218, 1.8063], [-2.2524, -2.1987, -1.8046], [3.8059, 1.4704, 0.6957], [-1.3739, 0.9499, -0.4649], [0.6099, 0.2575, 0.1076], [0.8004, -0.4607, 0.2613], [-1.2865, -0.0865, 0.0746], [-1.9087, 2.5691, -0.3287]],
  "lowdin_spin": [0.02, 0.12, 0.18, 0.10, 0.28, 0.00, 0.29, 0.99, 0.00, 0.01, 0.01]
}


no.,strongest force on any atom (eV/Å),electronic energy (hartree)
1,7.08,-698.39787
2,4.23,-720.39870